The molecule C4H4N2 at a distorted geometry. Source: the Open Molecules 2025 dataset; level of theory: wB97M-V/def2-TZVPD.

Geometry as XYZ:
```
10
Properties=species:S:1:pos:R:3:mulliken_charge:R:1
C -0.31 1.17 -0.22 -1.145
C 0.09 -0.18 0.21 0.774
C -0.88 -1.09 0.00 0.013
C 1.43 -0.65 -0.11 0.012
H -0.26 1.16 -1.42 0.285
H 0.31 1.74 0.31 0.445
H -1.50 1.15 0.13 0.272
H 0.06 0.04 1.40 0.183
N -1.52 -2.06 -0.17 -0.420
N 2.57 -1.27 -0.13 -0.417
```

The calculation puts the LUMO energy at -0.100 eV. Its charge is 0. Its energy above the lowest of the compared OMol25 structures with the same formula, charge and spin is 342.0 kJ/mol.


The molecule C4H4N2 at a distorted geometry. Source: the Open Molecules 2025 dataset; level of theory: wB97M-V/def2-TZVPD.

Geometry as XYZ:
```
10
Properties=species:S:1:pos:R:3:mulliken_charge:R:1
N -0.59 -1.36 -0.75 -0.429
C 0.07 0.63 0.75 -0.334
C 0.28 -0.55 -0.11 0.213
C 1.39 0.03 0.21 -0.498
C -0.60 1.77 0.12 0.298
N -1.17 2.66 -0.37 -0.399
H -0.24 -1.94 -1.50 0.222
H -1.29 -1.77 -0.16 0.245
H -0.34 0.43 1.74 0.317
H 2.47 0.11 0.08 0.365
```

The calculation puts the LUMO energy at 0.678 eV. Its charge is 0. Its energy above the lowest of the compared OMol25 structures with the same formula, charge and spin is 248.0 kJ/mol.


The molecule C4H4N2O at a distorted geometry. Source: the Open Molecules 2025 dataset; level of theory: wB97M-V/def2-TZVPD.

Geometry as XYZ:
```
11
Properties=species:S:1:pos:R:3:mulliken_charge:R:1
C 0.03 -1.41 0.50 -1.133
C -1.46 0.55 0.12 0.513
C -0.30 -0.05 -0.08 0.171
C 0.78 0.72 -0.67 -0.115
N 0.46 2.35 -0.35 -0.188
N 1.47 1.80 0.01 -0.193
O -2.57 0.89 0.18 -0.388
H 1.21 0.41 -1.62 0.368
H 0.74 -1.32 1.33 0.286
H 0.50 -2.03 -0.27 0.320
H -0.87 -1.92 0.84 0.360
```

The calculation puts the LUMO energy at 0.289 eV. Its charge is 0. Its energy above the lowest of the compared OMol25 structures with the same formula, charge and spin is 378.0 kJ/mol.


The molecule C4H4N2O at a distorted geometry. Source: the Open Molecules 2025 dataset; level of theory: wB97M-V/def2-TZVPD.

Geometry as XYZ:
```
11
Properties=species:S:1:pos:R:3:mulliken_charge:R:1
C 0.37 -0.51 1.62 0.055
C 0.35 -0.14 0.31 0.481
C 1.29 0.28 -0.82 -0.420
C -0.86 0.26 -0.39 -0.328
H -1.55 -1.13 1.59 0.287
H 1.29 -0.43 2.10 0.400
H 2.30 -0.06 -0.82 0.402
H -1.83 -0.07 -0.12 0.322
N 0.66 0.82 -1.84 -0.371
N -0.78 0.86 -1.63 -0.403
O -0.79 -1.18 2.15 -0.424
```

The calculation puts the LUMO energy at -1.145 eV. Its charge is 0. Its energy above the lowest of the compared OMol25 structures with the same formula, charge and spin is 360.4 kJ/mol.


Number 1: Kohn-Sham gap 11.293 eV. Number 2: Kohn-Sham gap 10.101 eV. Number 3: Kohn-Sham gap 8.964 eV. Number 4: Kohn-Sham gap 8.678 eV.